Entry 1:
This record from OMol25 describes CHN4O3 as an isolated structure at a distorted geometry. The level of theory is ωB97M-V with the def2-TZVPD basis set.

ORCA input file:
```
! wB97M-V def2-TZVPD RIJCOSX def2/J DEFGRID3
* xyz -1 1
O -1.6612 -1.4401 -1.1063
O 0.6247 0.9994 1.8400
O 0.9207 -1.2154 1.5132
N 0.2791 2.4348 -1.5340
N -0.5799 -1.0739 -0.4585
N -0.3659 0.0213 0.2060
N 0.4760 -0.0254 1.2037
C 0.1177 1.7166 -0.6484
H 0.1887 -1.4174 -1.0158
*
```

- Max |F|: 4.0 eV/A
- Molecular weight: 117.044 g/mol
- Energy relative to the best compared isomer or geometry (same formula, charge and spin): 76.60 kcal per mole
- E_tot: -483.20307 a.u.

natural (NBO) atomic charges, in units of e: atom 1 (O): -0.49, atom 2 (O): -0.38, atom 3 (O): -0.51, atom 4 (N): -0.58, atom 5 (N): 0.04, atom 6 (N): -0.11, atom 7 (N): 0.59, atom 8 (C): 0.12, atom 9 (H): 0.33

=====

Entry 2:
This record from OMol25 describes a 2-piece molecular cluster, CHN4OS overall at a distorted geometry. The level of theory is ωB97M-V with the def2-TZVPD basis set.

ORCA input file:
```
! wB97M-V def2-TZVPD RIJCOSX def2/J DEFGRID3
* xyz 1 1
S 2.3390 -0.1079 1.6790
O -0.4183 -2.0351 -0.3237
N 0.5233 -1.6638 0.3014
N -1.4011 0.9564 -1.0206
N 0.5328 1.1855 0.1838
N -0.4353 1.2385 -0.4339
C 1.1648 -0.8143 0.8257
H -2.3051 1.2405 -1.2117
*
```

- Max |F|: 5.5 eV/A
- Molecular weight: 117.113 g/mol
- Energy relative to the best compared isomer or geometry (same formula, charge and spin): 58.85 kcal per mole
- E_tot: -730.58515 a.u.

natural (NBO) atomic charges, in units of e: atom 1 (S): 0.61, atom 2 (O): -0.02, atom 3 (N): 0.17, atom 4 (N): -0.40, atom 5 (N): -0.18, atom 6 (N): 0.31, atom 7 (C): 0.05, atom 8 (H): 0.45

=====

Entry 3:
This record from OMol25 describes an isolated ion of composition CHN6 and charge -1 at a distorted geometry. The level of theory is ωB97M-V with the def2-TZVPD basis set.

ORCA input file:
```
! wB97M-V def2-TZVPD RIJCOSX def2/J DEFGRID3
* xyz -1 1
N -1.7607 -0.7955 0.0346
N -0.9670 1.3405 0.2387
N 2.3324 0.1342 -0.5763
N 1.2357 0.3737 0.0879
N -1.8224 -1.9430 0.0744
N -1.9716 0.3855 -0.0499
C 0.2031 0.9692 0.0739
H 2.7504 -0.4647 0.1167
*
```

- Max |F|: 2.7 eV/A
- Molecular weight: 97.061 g/mol
- Energy relative to the best compared isomer or geometry (same formula, charge and spin): 90.36 kcal per mole
- E_tot: -367.08743 a.u.

natural (NBO) atomic charges, in units of e: atom 1 (N): 0.21, atom 2 (N): -0.49, atom 3 (N): -0.75, atom 4 (N): -0.23, atom 5 (N): -0.19, atom 6 (N): -0.19, atom 7 (C): 0.35, atom 8 (H): 0.28

=====

Entry 4:
This record from OMol25 describes a 2-piece molecular cluster, CHN6 overall at a distorted geometry. The level of theory is ωB97M-V with the def2-TZVPD basis set.

ORCA input file:
```
! wB97M-V def2-TZVPD RIJCOSX def2/J DEFGRID3
* xyz -1 1
N 3.8227 1.1913 0.1777
N 4.9306 0.4825 0.1626
N 0.1261 0.7297 -1.0566
N -0.4222 0.3929 -0.0595
N 4.6789 -0.7676 -0.1964
N 3.3913 -0.9285 -0.4337
C 2.9279 0.2847 -0.1908
H -1.3865 -0.0365 -0.1221
*
```

- Max |F|: 2.0 eV/A
- Molecular weight: 97.061 g/mol
- Energy relative to the best compared isomer or geometry (same formula, charge and spin): 82.96 kcal per mole
- E_tot: -367.09922 a.u.

natural (NBO) atomic charges, in units of e: atom 1 (N): -0.46, atom 2 (N): -0.19, atom 3 (N): 0.02, atom 4 (N): -0.34, atom 5 (N): -0.19, atom 6 (N): -0.47, atom 7 (C): 0.31, atom 8 (H): 0.31

=====

Entry 5:
This record from OMol25 describes a 2-piece molecular cluster, CHNO3S overall at a distorted geometry. The level of theory is ωB97M-V with the def2-TZVPD basis set.

ORCA input file:
```
! wB97M-V def2-TZVPD RIJCOSX def2/J DEFGRID3
* xyz 0 1
S -0.3324 -2.2314 -1.6375
O -0.2807 1.8491 0.1342
O 1.0493 -1.0283 0.3761
O -1.3384 0.1239 0.7798
N -0.2868 0.6729 0.8664
C 0.5360 -1.6102 -0.5310
H 0.6531 2.2240 0.0120
*
```

- Max |F|: 4.5 eV/A
- SMILES string: O=C=S.O=NO
- Molecular weight: 107.090 g/mol
- Energy relative to the best compared isomer or geometry (same formula, charge and spin): 60.38 kcal per mole
- E_tot: -717.27091 a.u.

natural (NBO) atomic charges, in units of e: atom 1 (S): 0.08, atom 2 (O): -0.57, atom 3 (O): -0.47, atom 4 (O): -0.30, atom 5 (N): 0.37, atom 6 (C): 0.40, atom 7 (H): 0.49

=====

Entry 6:
This record from OMol25 describes a single CHNO4 molecule at a distorted geometry. The level of theory is ωB97M-V with the def2-TZVPD basis set.

ORCA input file:
```
! wB97M-V def2-TZVPD RIJCOSX def2/J DEFGRID3
* xyz 0 1
O -1.5877 -0.9641 1.4953
O 1.0572 0.7723 -1.6280
O -0.6285 -0.3169 1.1274
O 1.4269 1.0417 0.4888
N 0.8260 0.5889 -0.4565
C -0.2592 -0.2452 -0.2030
H -0.8347 -0.8766 -0.8240
*
```

- Max |F|: 6.8 eV/A
- Molecular weight: 91.022 g/mol
- Energy relative to the best compared isomer or geometry (same formula, charge and spin): 157.55 kcal per mole
- E_tot: -394.11180 a.u.

natural (NBO) atomic charges, in units of e: atom 1 (O): -0.18, atom 2 (O): -0.35, atom 3 (O): -0.01, atom 4 (O): -0.35, atom 5 (N): 0.45, atom 6 (C): 0.23, atom 7 (H): 0.21